Entry 1:
A 7-piece molecular cluster, C58H63F2N8O19 overall at a distorted geometry, computed with ωB97M-V/def2-TZVPD.

Each atom is followed by the atoms it is bonded to, with distances in Å.
Atoms and positions in Å:
1 H 0.964 -4.686 -4.391  C42 1.130
2 O -0.123 2.444 2.437  N95 1.226
3 H -0.833 3.440 -8.929  C119 1.082
4 C -1.384 -2.187 -4.014  C12 1.576, H65 1.130, H98 1.131, C116 1.592
5 H 1.103 -2.228 -2.439  C145 1.115
6 H 0.021 0.905 -2.794  C44 1.130
7 O -3.753 -5.066 -0.583  C107 1.393, C134 1.405
8 F -5.353 -1.887 -2.243  C35 1.372
9 C 1.766 -2.544 1.315  H48 1.122, C110 1.570, O122 1.423, H140 1.134
10 H -6.223 -2.620 4.543  C72 1.083
11 H 0.462 -3.431 -5.563  C42 1.126
12 C -0.857 -3.649 -3.748  C4 1.576, C18 1.614, H20 1.127, C42 1.578
13 C -2.101 -2.204 -0.725  H46 1.117, C57 1.444, C115 1.476
14 C 0.191 3.284 4.563  N95 1.464, C96 1.388, C117 1.389
15 O -5.236 -3.499 0.027  C107 1.192
16 H -0.697 1.317 4.523  C117 1.082
17 C 6.068 3.989 -3.162  C62 1.390, H90 1.084, C136 1.390
18 C -2.169 -4.584 -3.649  C12 1.614, H23 1.116, H25 1.117, H67 1.119
19 H -2.534 2.722 0.452  C80 1.123
20 H -0.397 -3.713 -2.721  C12 1.127
21 H -0.911 1.185 6.971  C148 1.083
22 N 0.099 -1.232 -0.196  C92 1.479, C110 1.387, C115 1.386
23 H -2.183 -5.393 -4.419  C18 1.116
24 O -1.492 -0.074 -1.614  C44 1.445, C115 1.341
25 H -3.068 -3.946 -3.832  C18 1.117
26 H -4.559 -7.250 5.083  C101 1.082
27 H 9.445 -0.757 0.210  C105 1.082
28 H -2.228 4.335 -0.345  C80 1.119
29 H -1.587 0.725 -3.516  C44 1.128
30 H -4.788 2.282 -6.187  C144 1.083
31 C -5.228 8.605 1.161  C51 1.387, C120 1.390, H137 1.083
32 O 0.805 4.381 2.637  N95 1.217
33 H 2.953 -1.625 4.251  C99 1.124
34 O -5.355 -7.434 7.378  N111 1.218
35 C -5.420 -3.100 -2.880  F8 1.372, O76 1.179, N139 1.439
36 H 6.818 -3.208 2.521  C69 1.082
37 O -2.888 -4.966 1.459  C134 1.189
38 C -2.821 3.986 -8.362  H73 1.083, C119 1.388, C126 1.390
39 H -0.158 3.066 8.387  C81 1.084
40 C 0.502 4.259 6.729  H47 1.083, C81 1.390, C96 1.387
41 H -6.366 -4.735 -2.086  N139 1.025
42 C 0.055 -4.239 -4.892  H1 1.130, H11 1.126, C12 1.578, H135 1.114
43 O -6.397 -5.718 8.163  N111 1.218
44 C -0.837 0.174 -2.878  H6 1.130, O24 1.445, H29 1.128, C116 1.568
45 H -5.083 -3.759 2.669  C93 1.084
46 H -3.086 -2.106 -1.244  C13 1.117
47 H 0.834 5.080 7.352  C40 1.083
48 H 1.932 -3.624 1.571  C9 1.122
49 H 10.959 -2.997 3.559  C55 1.082
50 C 8.868 -3.198 3.151  C55 1.388, H59 1.083, C69 1.390
51 C -4.139 7.754 1.281  C31 1.387, C109 1.388, H146 1.082
52 C -5.343 6.455 2.927  H61 1.082, C103 1.387, C109 1.389
53 C -0.547 -3.446 0.742  F56 1.354, C57 1.473, C110 1.458
54 H -2.798 0.836 -6.119  C94 1.083
55 C 10.141 -2.697 2.916  H49 1.082, C50 1.388, C75 1.388
56 F -0.203 -4.505 1.511  C53 1.354
57 C -1.866 -3.372 0.091  C13 1.444, C53 1.473, C134 1.545
58 O 4.132 0.556 -0.221  N113 1.223
59 H 8.699 -3.881 3.975  C50 1.083
60 H 4.468 -3.164 2.088  C79 1.129
61 H -5.399 5.621 3.615  C52 1.082
62 C 4.902 3.947 -2.407  C17 1.390, H68 1.083, C87 1.387
63 C 5.477 1.741 -1.670  C87 1.389, C108 1.389, N113 1.464
64 C 8.021 -1.947 1.274  C69 1.388, C105 1.388, H130 1.081
65 H -2.339 -1.948 -3.460  C4 1.130
66 C -5.580 -5.593 6.015  C101 1.388, N111 1.468, C149 1.388
67 H -2.171 -5.091 -2.651  C18 1.119
68 H 4.230 4.796 -2.401  C62 1.083
69 C 7.810 -2.820 2.332  H36 1.082, C50 1.390, C64 1.388
70 H -1.204 3.779 1.038  C80 1.113
71 H 7.840 2.937 -3.767  C136 1.083
72 C -5.862 -3.633 4.666  H10 1.083, C93 1.390, C149 1.388
73 H -2.835 4.869 -8.989  C38 1.083
74 H 3.689 2.797 -1.073  C87 1.083
75 C 10.340 -1.817 1.862  C55 1.388, C105 1.388, N133 1.468
76 O -5.452 -3.123 -4.058  C35 1.179
77 C 0.381 1.127 0.497  C92 1.615, H97 1.121, C128 1.589, H131 1.119
78 H 1.820 -0.696 -3.172  C145 1.129
79 C 4.343 -2.212 2.682  H60 1.129, H83 1.116, H85 1.125, C99 1.592
80 C -1.740 3.444 0.121  H19 1.123, H28 1.119, H70 1.113, O112 1.437
81 C -0.055 3.125 7.310  H39 1.084, C40 1.390, C148 1.390
82 O -2.052 6.049 1.658  N129 1.218
83 H 5.138 -2.218 3.465  C79 1.116
84 H 1.164 2.403 -1.150  C128 1.129
85 H 4.498 -1.318 2.018  C79 1.125
86 O -0.527 0.215 -6.749  N150 1.223
87 C 4.600 2.820 -1.658  C62 1.387, C63 1.389, H74 1.083
88 H -4.808 4.301 -7.613  C126 1.084
89 H 2.033 -0.261 0.156  C92 1.112
90 H 6.304 4.873 -3.742  C17 1.084
91 O 5.976 -0.354 -0.866  N113 1.215
92 C 1.041 -0.099 -0.321  N22 1.479, C77 1.615, H89 1.112, H143 1.113
93 C -5.218 -4.274 3.614  H45 1.084, C72 1.390, C118 1.390
94 C -2.797 1.717 -6.748  H54 1.083, C114 1.389, C144 1.387
95 N 0.301 3.378 3.107  O2 1.226, C14 1.464, O32 1.217
96 C 0.629 4.341 5.350  C14 1.388, C40 1.387, H100 1.082
97 H -0.625 0.840 0.900  C77 1.121
98 H -1.684 -2.164 -5.104  C4 1.131
99 C 2.878 -2.226 3.304  H33 1.124, C79 1.592, H102 1.129, O122 1.437
100 H 1.063 5.228 4.907  C96 1.082
101 C -4.928 -6.238 4.973  H26 1.082, C66 1.388, C118 1.388
102 H 2.642 -3.286 3.612  C99 1.129
103 C -6.428 7.312 2.803  C52 1.387, C120 1.390, H121 1.083
104 O 11.810 -0.470 0.711  N133 1.218
105 C 9.291 -1.440 1.035  H27 1.082, C64 1.388, C75 1.388
106 O -3.143 4.860 3.087  N129 1.221
107 C -4.832 -4.221 -0.832  O7 1.393, O15 1.192, N139 1.466
108 C 6.641 1.771 -2.426  C63 1.389, H127 1.082, C136 1.387
109 C -4.204 6.687 2.168  C51 1.388, C52 1.389, N129 1.466
110 C 0.399 -2.350 0.568  C9 1.570, N22 1.387, C53 1.458
111 N -5.793 -6.302 7.282  O34 1.218, O43 1.218, C66 1.468
112 O -0.907 2.777 -0.842  C80 1.437, C128 1.428
113 N 5.174 0.559 -0.861  O58 1.223, C63 1.464, O91 1.215
114 C -1.689 2.053 -7.516  C94 1.389, C119 1.388, N150 1.466
115 C -1.106 -1.123 -0.872  C13 1.476, N22 1.386, O24 1.341
116 C -0.328 -1.025 -3.750  C4 1.592, C44 1.568, H123 1.128, C145 1.601
117 C -0.359 2.145 5.135  C14 1.389, H16 1.082, C148 1.387
118 C -4.749 -5.573 3.767  C93 1.390, C101 1.388, H124 1.081
119 C -1.693 3.179 -8.327  H3 1.082, C38 1.388, C114 1.388
120 C -6.369 8.386 1.924  C31 1.390, C103 1.390, H138 1.084
121 H -7.319 7.144 3.395  C103 1.083
122 O 1.862 -1.683 2.444  C9 1.423, C99 1.437
123 H -0.141 -0.580 -4.770  C116 1.128
124 H -4.248 -6.068 2.947  C118 1.081
125 H 1.546 -2.093 -4.235  C145 1.125
126 C -3.931 3.664 -7.590  C38 1.390, H88 1.084, C144 1.390
127 H 7.323 0.931 -2.441  C108 1.082
128 C 0.393 2.484 -0.329  C77 1.589, H84 1.129, O112 1.428, H141 1.126
129 N -3.047 5.800 2.314  O82 1.218, O106 1.221, C109 1.466
130 H 7.196 -1.659 0.638  C64 1.081
131 H 1.014 1.292 1.406  C77 1.119
132 O 0.472 1.548 -8.117  N150 1.214
133 N 11.679 -1.265 1.625  C75 1.468, O104 1.218, O147 1.217
134 C -2.858 -4.527 0.355  O7 1.405, O37 1.189, C57 1.545
135 H -0.414 -5.043 -5.503  C42 1.114
136 C 6.934 2.901 -3.175  C17 1.390, H71 1.083, C108 1.387
137 H -5.188 9.441 0.475  C31 1.083
138 H -7.216 9.057 1.834  C120 1.084
139 N -5.419 -4.352 -2.168  C35 1.439, H41 1.025, C107 1.466
140 H 2.565 -2.297 0.549  C9 1.134
141 H 0.774 3.296 0.352  C128 1.126
142 H -6.551 -3.787 6.686  C149 1.082
143 H 1.233 0.237 -1.364  C92 1.113
144 C -3.920 2.530 -6.786  H30 1.083, C94 1.387, C126 1.390
145 C 1.121 -1.567 -3.336  H5 1.115, H78 1.129, C116 1.601, H125 1.125
146 H -3.254 7.934 0.685  C51 1.082
147 O 12.580 -1.630 2.357  N133 1.217
148 C -0.481 2.068 6.514  H21 1.083, C81 1.390, C117 1.387
149 C -6.046 -4.293 5.873  C66 1.388, C72 1.388, H142 1.082
150 N -0.491 1.210 -7.459  O86 1.223, C114 1.466, O132 1.214

Max |F|   2.9 eV/Å
Lowest unoccupied orbital energy   -4.23 eV
Relative energy (zero: lowest compared OMol25 entry of this formula, charge and spin)   0.0 kcal per mole
Net charge   +1

---

Entry 2:
A 2-piece molecular cluster, C2H5FN2 overall at a distorted geometry, computed with ωB97M-V/def2-TZVPD.

Each atom is followed by the atoms it is bonded to, with distances in Å.
Atoms and positions in Å:
1 C 0.167 1.967 0.331  N2 1.228, H5 1.089, H6 1.091
2 N 0.553 1.142 -0.492  C1 1.228
3 C -0.181 -1.503 -0.576  H4 1.087, N7 1.421, H8 1.097, H9 1.093
4 H 0.416 -1.751 -1.450  C3 1.087
5 H 0.090 2.999 -0.007  C1 1.089
6 H -0.119 1.789 1.369  C1 1.091
7 N 0.643 -0.706 0.263  C3 1.421, F10 1.389
8 H -0.425 -2.419 -0.024  C3 1.097
9 H -1.117 -1.025 -0.877  C3 1.093
10 F -0.025 -0.494 1.462  N7 1.389

Max |F|   3.9 eV/Å
Lowest unoccupied orbital energy (spin up / spin down)   0.24 / 0.22 eV
Relative energy (zero: lowest compared OMol25 entry of this formula, charge and spin)   107.7 kcal per mole
Net charge   0